{"formula": "C10H11N3O2", "method": "ωB97M-V/def2-TZVPD", "elements": ["O", "O", "N", "N", "N", "C", "C", "C", "C", "C", "C", "C", "C", "C", "C", "H", "H", "H", "H", "H", "H", "H", "H", "H", "H", "H"], "xyz": [[3.1262, -1.4034, 1.2321], [1.6621, 0.2509, 1.6275], [3.4561, -1.4097, -2.3229], [-1.9698, -0.8055, -2.3833], [-2.1764, -1.1375, 0.0474], [0.3069, 0.0249, -2.3890], [0.6161, -0.0735, -0.9827], [-2.0209, -0.9676, -1.0775], [2.2658, -0.6520, 0.8479], [2.7218, -1.0561, -1.5158], [1.2465, 1.2186, 3.7831], [-0.8516, -0.2809, -2.9928], [2.1202, 0.2747, 2.9825], [-3.0300, -1.4082, -3.1737], [1.7920, -0.5858, -0.5574], [-0.9543, -0.1831, -4.0641], [3.1676, 0.5986, 2.9883], [2.0811, -0.7451, 3.3817], [1.1282, 0.3074, -3.0343], [0.2094, 0.8981, 3.7368], [-3.8174, -1.7597, -2.5075], [1.5736, 1.2163, 4.8184], [-0.1001, 0.2504, -0.2433], [1.3181, 2.2281, 3.3883], [-3.4509, -0.6738, -3.8623], [-2.6461, -2.2596, -3.7428]], "forces_ev_per_a": [[0.175, -0.162, -0.005], [-0.447, 0.173, -0.123], [0.757, -0.372, -0.914], [0.609, 0.300, -0.631], [-0.205, -0.090, 0.773], [2.940, 0.419, 3.818], [-4.559, 2.256, -3.258], [-0.283, -0.291, 0.518], [0.010, 0.146, -0.538], [-0.787, 0.177, 1.220], [0.105, -0.211, -0.419], [-2.619, -0.092, -1.689], [0.191, -0.120, 0.529], [-0.440, -0.282, -0.392], [4.626, -1.316, 1.189], [-0.079, 0.029, 0.009], [-0.146, -0.106, -0.003], [0.041, 0.187, -0.059], [0.194, -0.521, -0.261], [-0.118, -0.004, 0.052], [0.116, 0.089, -0.054], [0.021, 0.029, 0.120], [-0.156, -0.470, -0.024], [-0.017, 0.137, 0.013], [0.071, -0.008, 0.059], [-0.001, 0.103, 0.069]], "mulliken_spin": [0.0983, 0.0141, 0.2266, 0.1368, 0.1281, 0.0570, 0.3353, -0.0501, 0.0633, 0.0349, 0.0002, 0.4642, -0.0030, 0.0103, 0.3842, 0.0397, 0.0020, 0.0012, 0.0198, 0.0000, 0.0006, 0.0000, 0.0356, 0.0000, 0.0019, -0.0009], "homo_lumo_gap_ev": [6.63, 6.49], "multiplicity": 3, "e_tot_ha": -702.2361, "lumo_ev": [0.42, -3.37]}


{"formula": "C20H21N3O2", "method": "ωB97M-V/def2-TZVPD", "elements": ["O", "O", "N", "N", "N", "C", "C", "C", "C", "C", "C", "C", "C", "C", "C", "C", "C", "C", "C", "C", "C", "C", "C", "C", "C", "H", "H", "H", "H", "H", "H", "H", "H", "H", "H", "H", "H", "H", "H", "H", "H", "H", "H", "H", "H", "H"], "xyz": [[3.1540, -0.4100, 3.2310], [2.6185, 1.7179, 3.1040], [-4.6647, 0.9302, 1.8415], [-4.5020, -1.9641, -0.1720], [2.3166, 0.5050, 3.0537], [-0.5905, -1.5707, 2.1294], [-1.1614, 0.8118, -2.2900], [-2.7797, -0.3689, -0.9348], [-1.2237, 0.7651, 1.9907], [-6.3433, -2.3734, -1.6787], [-2.1755, 1.6233, -2.8010], [-6.3541, -3.3317, 0.6669], [0.0306, 1.1442, 2.4611], [-4.8299, -2.3222, -1.5588], [-3.4920, 1.4580, -2.3590], [-2.9699, -1.0444, 1.4434], [0.9765, 0.1423, 2.7500], [-3.1146, -1.5205, 0.0213], [-1.4591, -0.1981, -1.3717], [-3.9180, 0.0503, 1.6530], [-4.8449, -3.1344, 0.6544], [0.6538, -1.2206, 2.6326], [-6.9476, -3.4203, -0.7431], [-3.7805, 0.4964, -1.3799], [-1.5592, -0.5904, 1.8361], [-0.6791, -0.8594, -0.9848], [-0.8408, -2.6278, 1.9890], [-8.0332, -3.2863, -0.6933], [-4.4091, -3.3191, -1.7732], [-2.4492, -2.3851, -0.1573], [1.3797, -1.9765, 2.9320], [-6.5833, -4.2416, 1.2310], [-4.4729, -3.0592, 1.6823], [-4.4190, -1.6105, -2.2786], [-0.1248, 0.9508, -2.6124], [-3.1869, -1.8776, 2.1300], [-1.9458, 2.3776, -3.5636], [-1.9406, 1.5583, 1.7468], [-4.3827, -4.0296, 0.1912], [-6.6109, -2.5662, -2.7210], [-4.8001, 0.3884, -0.9882], [-6.7446, -4.4169, -1.1564], [-6.7561, -1.3900, -1.4242], [0.2915, 2.1873, 2.6106], [-6.8209, -2.4990, 1.2086], [-4.3063, 2.0645, -2.7598]], "forces_ev_per_a": [[-1.621, 1.621, -0.294], [-0.737, -2.190, -0.088], [1.705, -1.937, -0.420], [0.293, -0.122, 0.228], [3.257, 0.844, 0.892], [-0.493, 0.187, 0.155], [0.168, -0.070, 0.097], [0.347, -0.327, -0.014], [-0.093, -0.039, 0.079], [-0.205, 0.122, -0.078], [-0.151, 0.008, -0.144], [-0.260, 0.120, 0.194], [0.457, -0.743, -0.001], [-0.167, -0.013, 0.208], [0.160, -0.219, 0.451], [0.877, 0.296, 1.096], [-1.836, -0.390, -0.667], [-0.522, -0.218, -1.377], [-0.439, 0.180, -0.102], [-2.029, 1.835, 0.888], [-0.117, -0.076, -0.423], [0.172, 0.419, -0.177], [0.154, -0.095, -0.074], [-0.037, 0.274, -0.352], [0.555, 0.184, 0.122], [-0.187, 0.211, -0.217], [0.082, 0.362, 0.171], [0.120, -0.176, -0.039], [0.059, 0.041, -0.217], [0.308, 0.332, 0.058], [-0.163, 0.290, -0.268], [-0.033, 0.061, -0.053], [-0.179, 0.070, -0.315], [-0.023, -0.164, 0.269], [-0.411, -0.029, 0.057], [-0.168, 0.504, -0.143], [-0.074, -0.331, 0.376], [0.180, -0.475, 0.161], [0.076, 0.028, 0.258], [-0.092, -0.104, 0.062], [0.491, 0.011, -0.268], [-0.079, 0.073, 0.056], [0.168, -0.017, -0.039], [-0.002, -0.214, -0.164], [0.157, -0.051, -0.081], [0.333, -0.072, 0.137]], "mulliken_charge": [-0.5893, -0.5853, -0.6823, 0.5061, 0.9377, -0.2510, -0.7336, 0.4627, -0.0206, -0.7182, -0.5851, -0.8417, -0.7775, -0.9136, -0.7916, 0.9615, -0.0735, -0.5091, -0.2648, -0.3619, -0.5907, -0.6779, -0.7433, -0.2683, -0.5679, 0.3945, 0.3730, 0.3550, 0.4913, 0.5207, 0.4583, 0.3882, 0.2769, 0.4588, 0.3947, 0.7868, 0.3709, 0.3848, 0.4445, 0.4129, 0.4310, 0.2883, 0.2567, 0.4693, 0.3264, 0.3963], "homo_lumo_gap_ev": 8.20, "smiles": "N#C[C@H](c1ccc([N+](=O)[O-])cc1)[C@H](c1ccccc1)N1CCCCC1", "e_tot_ha": -1089.3600, "lumo_ev": -1.01}


{"formula": "C13H30BO3PS", "method": "ωB97M-V/def2-TZVPD", "elements": ["S", "P", "O", "O", "O", "C", "C", "C", "C", "C", "C", "C", "C", "C", "C", "C", "C", "C", "B", "H", "H", "H", "H", "H", "H", "H", "H", "H", "H", "H", "H", "H", "H", "H", "H", "H", "H", "H", "H", "H", "H", "H", "H", "H", "H", "H", "H", "H", "H"], "xyz": [[-0.9810, -4.4686, -1.8153], [-2.3536, 0.6072, 0.6418], [1.3350, 4.5722, -2.7467], [0.0625, -0.0382, -2.5135], [0.7099, -2.7133, 3.5653], [0.7028, -2.8027, 4.7720], [1.4742, 4.5381, -5.1140], [0.1029, -1.2013, 0.6152], [-0.7449, -2.2682, -0.1636], [0.5760, -1.5830, 5.6464], [0.1939, 1.2935, -2.0244], [0.1046, -3.4847, -0.6669], [0.8205, -4.1375, 5.4593], [1.9970, 4.8156, -3.7290], [3.3774, 5.4080, -3.6165], [0.3888, 1.3478, -0.4693], [-3.1563, -0.7527, 1.6550], [-3.3162, 0.7919, -0.9671], [-0.5293, 0.2432, 0.2496], [1.0186, -3.1631, -1.1843], [-0.3221, -1.6578, 6.2618], [-0.7290, 1.8215, -2.2929], [1.4247, 5.4659, -5.6864], [2.1245, 3.8235, -5.6215], [-4.2764, 0.2659, -0.8813], [-3.9646, -1.2470, 1.0863], [0.7908, -0.5770, -2.2144], [1.0870, 1.7382, -2.4921], [1.7112, -4.1548, 6.0894], [-2.7069, 0.4647, -1.8209], [0.9045, -4.9234, 4.7105], [-2.0437, -4.7241, -0.9805], [0.4999, -0.6954, 5.0202], [4.1105, 4.7313, -4.0590], [-3.6456, -0.2839, 2.5248], [1.1659, -1.2277, 0.3067], [0.4737, 4.1143, -5.0443], [-1.5981, -2.6669, 0.4013], [1.4462, 1.1527, -0.2125], [3.4108, 6.3737, -4.1237], [-3.5313, 1.8662, -1.0916], [-0.0671, -4.3231, 6.0664], [-0.0295, -1.3709, 1.7053], [3.6234, 5.5542, -2.5661], [-2.3999, -1.4691, 2.0099], [0.3372, -4.1298, 0.1943], [-1.1591, -1.7904, -1.0726], [1.4561, -1.4893, 6.2846], [0.1243, 2.3543, -0.0959]], "forces_ev_per_a": [[0.158, -0.090, 0.263], [-0.238, 0.402, 0.445], [0.014, -0.008, 0.003], [-0.771, 0.040, -0.198], [-0.023, -0.040, 0.066], [0.002, 0.017, -0.202], [-0.247, -0.104, 0.072], [-1.167, 0.611, 0.208], [0.997, 0.026, -0.908], [-0.019, 0.191, -0.216], [0.798, 0.089, 0.973], [-1.687, 0.174, 0.879], [0.022, -0.160, -0.238], [-0.138, -0.045, 0.174], [0.018, 0.016, 0.279], [-0.590, -0.201, -0.154], [-0.219, 0.204, -0.313], [0.453, 0.533, 0.285], [0.376, -0.929, -0.379], [-0.389, -0.306, -0.041], [0.113, -0.033, 0.152], [0.391, -0.108, -0.141], [0.152, -0.061, -0.102], [0.062, 0.143, -0.110], [0.404, -0.006, -0.158], [0.544, -0.074, 0.165], [0.400, -0.078, 0.180], [-0.568, 0.290, -0.030], [-0.116, 0.011, 0.154], [-0.485, -0.160, 0.207], [-0.004, 0.047, 0.011], [0.843, 0.333, -0.272], [0.003, -0.046, 0.006], [0.015, 0.123, -0.149], [0.324, -0.166, -0.290], [-0.382, -0.200, 0.436], [0.041, 0.013, 0.023], [0.328, 0.258, 0.013], [-0.317, 0.118, -0.163], [0.104, -0.083, -0.140], [0.004, -0.446, -0.020], [0.107, 0.034, 0.157], [0.632, -0.095, -0.557], [-0.034, -0.015, -0.033], [-0.397, 0.158, -0.145], [0.313, 0.261, -0.414], [0.061, -0.285, 0.386], [-0.109, -0.055, 0.149], [0.220, -0.295, -0.313]], "mulliken_charge": [-0.2508, 0.0019, -0.5243, -0.5082, -0.4796, 0.7789, -1.1342, -0.3441, -0.3329, -1.0540, -0.3060, -0.7588, -1.1335, 0.8798, -1.1356, -0.4920, -0.9438, -0.9067, 0.0853, 0.3909, 0.3330, 0.2554, 0.3785, 0.3177, 0.3639, 0.3106, 0.2825, 0.1824, 0.3415, 0.2492, 0.2877, 0.1139, 0.2339, 0.3222, 0.3719, 0.3799, 0.2787, 0.3061, 0.3009, 0.3361, 0.2845, 0.3382, -0.0931, 0.3001, 0.1039, 0.3160, 0.3525, 0.3332, 0.2863], "homo_lumo_gap_ev": 8.14, "smiles": "CP(C)B(CCO)CCCS.CC(C)=O.CC(C)=O", "e_tot_ha": -1503.3903, "lumo_ev": 0.67}


Which formula does entry 1 have?
C10H11N3O2